C19H28ClHgO6 | wB97M-V/def2-TZVPD

Cartesian coordinates (Å):
H -2.115 0.950 2.185
C -1.201 2.734 -3.137
C -2.421 0.738 -4.157
H 1.153 -3.633 -6.748
H -0.189 3.150 -2.986
H -2.843 1.400 -4.940
H -0.892 -0.551 -7.441
H -0.328 0.690 -5.652
C 1.480 -2.613 -6.982
Hg 1.673 -4.262 -2.451
C -1.093 1.321 -3.684
Cl -0.021 0.000 3.694
H 2.437 -2.476 -6.465
O -0.901 -0.759 4.517
H -0.246 -1.695 -9.400
C 0.600 0.223 -3.752
H -2.223 -0.270 -4.534
H 0.665 0.213 -7.330
O 1.329 -0.064 4.149
C 2.001 0.830 1.442
H 2.308 0.306 2.341
H 2.924 -0.501 -0.067
C 2.366 0.406 0.154
C 1.843 1.347 -0.767
C -0.010 1.178 -4.754
H -3.118 0.632 -3.316
H -1.664 -1.837 2.513
H 2.641 -2.066 -8.736
O 0.051 -0.743 2.146
H -2.573 1.179 -0.418
H 0.584 2.073 -4.936
H 0.517 -0.818 -4.069
C -2.192 0.305 0.092
H 1.058 -0.482 -9.448
O 0.573 -1.682 -6.387
C 0.600 -1.274 -8.848
H 1.425 -3.307 -9.065
H -1.693 2.728 -2.151
C -1.188 -1.738 0.346
C -1.679 -0.871 -0.568
H 0.898 2.656 2.161
C 1.260 2.048 1.350
C 1.094 2.331 -0.043
C -1.350 -1.156 1.715
C 1.613 -2.379 -8.512
H -1.821 -1.041 -1.624
C -2.035 0.174 1.442
H -1.779 3.409 -3.805
H -0.718 -2.699 0.151
H 1.647 0.478 -3.549
H 2.059 1.377 -1.826
H 0.420 3.067 -0.485
O -0.463 1.338 3.431
O -0.373 0.496 -2.702
C 0.181 -0.764 -7.469

F_max   2.70 eV Å⁻¹
Gap between HOMO and LUMO   4.271 eV
E   -49126.505 eV
Total charge   -1
Lowest unoccupied orbital energy   2.25 eV

Okay, here come the natural (NBO) numbers, in e, for every atom:
1 H 0.235
2 C -0.625
3 C -0.631
4 H 0.175
5 H 0.230
6 H 0.205
7 H 0.187
8 H 0.196
9 C -0.071
10 Hg 0.001
11 C 0.265
12 Cl 2.455
13 H 0.177
14 O -0.788
15 H 0.203
16 C -0.055
17 H 0.209
18 H 0.175
19 O -0.745
20 C -0.361
21 H 0.188
22 H 0.173
23 C -0.374
24 C -0.350
25 C -0.466
26 H 0.210
27 H 0.224
28 H 0.208
29 O -0.523
30 H 0.212
31 H 0.202
32 H 0.181
33 C -0.210
34 H 0.215
35 O -0.528
36 C -0.434
37 H 0.210
38 H 0.222
39 C -0.233
40 C -0.150
41 H 0.183
42 C -0.364
43 C -0.380
44 C -0.018
45 C -0.433
46 H 0.224
47 C -0.198
48 H 0.190
49 H 0.210
50 H 0.189
51 H 0.159
52 H 0.170
53 O -0.742
54 O -0.525
55 C -0.083


C6H12AgN2O3PS | wB97M-V/def2-TZVPD

Cartesian coordinates (Å):
H -3.308 0.050 -1.259
P -1.872 2.580 0.141
C 0.509 -0.953 -0.443
H 0.891 -0.383 0.484
H -1.479 -1.639 -1.236
S 1.608 -2.490 -0.538
H -1.474 0.067 1.434
H -3.885 -0.337 0.570
O -1.009 1.123 -0.300
C 3.312 -1.729 -0.531
H -2.389 3.894 0.414
C -1.751 0.033 0.320
N 5.319 -1.000 -0.935
O 3.597 -0.936 0.614
H 0.719 -0.380 -1.415
C -1.026 -1.321 -0.222
C -3.268 0.323 -0.141
C 4.904 -0.471 0.319
H -1.912 2.935 -1.270
Ag -0.488 -2.802 2.263
H -0.546 3.211 0.084
H -1.185 -2.218 0.486
H 5.424 0.231 1.041
H -1.604 2.253 1.537
N 4.345 -1.794 -1.506
O -3.432 1.755 0.089

F_max   6.69 eV Å⁻¹
Gap between HOMO and LUMO   2.738 eV
E   -39652.502 eV
Total charge   0
Lowest unoccupied orbital energy   -3.92 eV

Okay, here come the natural (NBO) numbers, in e, for every atom:
1 H 0.181
2 P 0.964
3 C -0.500
4 H 0.238
5 H 0.247
6 S 0.158
7 H 0.151
8 H 0.164
9 O -0.826
10 C 0.294
11 H -0.117
12 C 0.076
13 N -0.267
14 O -0.436
15 H 0.280
16 C -0.403
17 C -0.080
18 C 0.251
19 H -0.151
20 Ag 0.874
21 H -0.163
22 H 0.045
23 H 0.238
24 H -0.178
25 N -0.226
26 O -0.815


ClH6N4P | wB97M-V/def2-TZVPD

Cartesian coordinates (Å):
P 0.040 1.666 1.457
N 0.504 2.030 -0.067
H -0.304 2.083 -0.766
H -0.853 -2.023 1.015
H -0.313 -1.929 -1.541
Cl 1.831 1.285 2.383
H -1.245 -3.233 -0.886
H -1.713 -0.773 0.205
N -0.912 -1.459 0.227
H 2.551 2.362 -0.265
N -1.158 -2.210 -1.030
N 1.572 2.201 -0.732

F_max   4.10 eV Å⁻¹
Gap between HOMO and LUMO (spin up / spin down)   7.902 / 7.931 eV
E   -27865.645 eV
Relative energy (zero: lowest compared OMol25 entry of this formula, charge and spin)   45.9 kcal per mole
Total charge   0
Lowest unoccupied orbital energy (spin up / spin down)   -0.01 / 0.24 eV

Okay, here come the natural (NBO) numbers, in e, for every atom:
1 P 0.605
2 N -0.555
3 H 0.418
4 H 0.348
5 H 0.355
6 Cl -0.315
7 H 0.347
8 H 0.351
9 N -0.701
10 H 0.348
11 N -0.700
12 N -0.501